The following is a quantum chemistry calculation of C2H2O2S in the gas phase in a non-equilibrium geometry, from the Open Molecules 2025 dataset.

The calculation puts the HOMO-LUMO gap at 9.3587 eV. For the largest force on an atom, the calculation gives 2.6 eV/Å. For the HOMO energy, the calculation gives -10.2 eV. As for the LUMO energy: -0.8502 eV. For the energy above the lowest of the compared OMol25 structures with the same formula, charge and spin, the calculation gives 1.868 eV.

Structure (ORCA input):
```
! RIJCOSX wB97M-V def2-TZVPD def2/J DEFGRID3
* xyz 0 1
C -0.086 0.850 0.550
C 0.698 -0.094 -0.349
O -1.504 -1.235 -0.744
O 0.249 0.900 1.703
S -0.079 -1.345 -0.929
H -0.970 1.196 -0.056
H 1.691 -0.271 -0.174
*
```


The following is a quantum chemistry calculation of a molecular structure, C30H35ClGaN2O2 in a non-equilibrium geometry, from the Open Molecules 2025 dataset.

The calculation puts the HOMO-LUMO gap (spin up / spin down) at 3.6206 / 3.5090 eV. For the largest force on an atom, the calculation gives 2.9 eV/Å. For the HOMO energy (spin up / spin down), the calculation gives -0.9 / -0.9 eV. As for the LUMO energy (spin up / spin down): 2.6907 / 2.6294 eV. For the energy above the lowest of the compared OMol25 structures with the same formula, charge and spin, the calculation gives 0.000 eV.

Structure (ORCA input):
```
! RIJCOSX wB97M-V def2-TZVPD def2/J DEFGRID3
* xyz -1 1
Ga -0.685 -0.043 0.269
Cl 1.562 -0.083 0.117
N -0.202 2.298 0.226
N -0.266 -2.345 0.539
C -0.979 3.002 -0.568
C -0.673 -2.935 -0.551
C 0.968 3.185 0.540
C 0.332 4.557 0.366
C 2.056 3.017 -0.508
C 1.513 2.959 1.936
H 1.655 3.184 -1.517
H 2.476 2.008 -0.456
H 2.842 3.754 -0.312
H 0.694 2.987 2.659
H 2.230 3.758 2.168
H 2.025 1.999 2.008
C 0.578 -3.291 1.319
C 0.438 -4.578 0.504
C 0.061 -3.429 2.741
C 2.033 -2.891 1.367
H 2.399 -2.678 0.360
H 2.598 -3.734 1.782
H 2.181 -2.025 2.016
H -1.004 -3.692 2.729
H 0.206 -2.492 3.292
H 0.626 -4.227 3.239
O -0.256 -4.187 -0.718
H -0.158 -5.347 1.013
H 1.388 -5.033 0.205
O -0.746 4.316 -0.596
H 0.970 5.336 -0.062
H -0.111 4.924 1.303
C -2.028 2.481 -1.477
C -1.621 -2.391 -1.575
C -1.223 -1.101 -2.268
H -2.575 -2.221 -1.035
H -1.777 -3.191 -2.304
C -1.274 0.106 -1.569
C -1.468 1.315 -2.228
H -0.680 -0.850 2.077
C -1.118 1.377 -3.591
C -0.846 0.191 -4.270
C -1.065 2.689 -4.303
C -0.904 -1.050 -3.637
H -0.607 0.230 -5.335
C -0.686 -2.309 -4.413
H -0.210 -2.059 -5.366
H -1.644 -2.804 -4.632
H -0.041 -3.014 -3.872
H -2.056 3.158 -4.363
H -0.709 2.522 -5.326
H -0.374 3.391 -3.816
H -2.346 3.296 -2.134
H -2.879 2.187 -0.842
C 1.300 0.508 6.155
C 1.943 0.145 4.947
C 1.211 0.100 3.762
C -0.183 0.354 3.773
C -1.047 0.043 2.678
C -2.383 0.467 2.685
C -2.894 1.187 3.787
C -2.119 1.366 4.922
C -0.783 0.893 4.961
C -0.021 0.936 6.151
H 1.849 0.478 7.093
H 3.003 -0.136 4.944
H 1.689 -0.109 2.793
H -3.024 0.225 1.843
H -3.904 1.590 3.741
H -2.507 1.846 5.825
H -0.516 1.320 7.047
*
```